[1]
C32H56N3P2Ti as an isolated structure, computed with wB97M-V/def2-TZVPD.

Values from the calculation:
lowest unoccupied orbital energy (spin up / spin down)	-5.9124 / -5.5172	eV
energy relative to the best compared isomer or geometry (same formula, charge and spin)	0.0	kJ/mol
HOMO level (spin up / spin down)	-12.896 / -12.908	eV
gap between HOMO and LUMO (spin up / spin down)	6.984 / 7.391	eV
2S+1	2
total charge	+2
maximum force	0.054	eV/Å

Each line ends with the Mulliken charge.
Cartesian coordinates (Å):
1 Ti 0.23714 -0.12246 0.07664  -0.86
2 C -2.06899 -1.28337 -2.14112  -1.32
3 C -1.22396 -0.62738 -3.23311  0.34
4 C -2.10792 -0.01303 -4.31547  -1.52
5 P -0.01962 0.56640 -2.49615  2.01
6 C 1.08128 1.03545 -3.91229  0.38
7 C 2.05209 2.17289 -3.58833  -1.57
8 C 1.85028 -0.15648 -4.48503  -1.67
9 C -0.91130 2.09309 -2.08905  -0.60
10 C -1.03854 3.19970 -2.92860  -0.34
11 C -1.60573 4.38668 -2.48433  0.38
12 C -1.78069 5.56174 -3.40362  -1.72
13 C -2.01928 4.45239 -1.15198  -0.96
14 C -1.91785 3.36169 -0.30861  -0.32
15 C -1.38467 2.16450 -0.77873  -0.45
16 N -1.32976 0.99942 0.05253  1.92
17 C -2.55854 0.64260 0.68761  -0.02
18 C -3.79789 1.00561 0.16271  -0.21
19 C -4.96763 0.62105 0.79512  -1.11
20 C -4.95496 -0.13239 1.96634  0.38
21 C -6.22639 -0.51879 2.66732  -1.68
22 C -3.71568 -0.50297 2.47403  -0.82
23 C -2.52520 -0.13292 1.85275  -0.99
24 P -0.87973 -0.59421 2.44682  1.67
25 C -0.96255 -2.35458 3.01914  1.01
26 C -1.71506 -3.16175 1.95345  -1.59
27 C -1.48584 -2.67869 4.41843  -1.59
28 C -0.53839 0.59941 3.82096  0.34
29 C -1.51755 0.56056 4.99534  -1.35
30 C -0.55258 2.01478 3.22976  -1.56
31 H -2.64205 -2.11381 -2.55561  0.62
32 H -2.77305 -0.58031 -1.69807  0.20
33 H -1.45813 -1.70432 -1.32594  0.09
34 H -0.59309 -1.40072 -3.68305  0.48
35 H -2.71975 0.79264 -3.90623  0.29
36 H -2.77936 -0.77168 -4.71965  0.44
37 H -1.52997 0.38466 -5.14954  0.39
38 H 0.38770 1.38713 -4.68158  0.64
39 H 2.85731 1.83614 -2.93277  0.27
40 H 1.56671 3.03435 -3.13186  0.30
41 H 2.52358 2.51226 -4.51135  0.53
42 H 2.62265 -0.50117 -3.79275  0.32
43 H 2.36322 0.15369 -5.39576  0.47
44 H 1.21223 -0.99975 -4.74759  0.38
45 H -0.68940 3.14576 -3.95297  0.37
46 H -1.15441 5.47272 -4.28973  0.39
47 H -1.53218 6.49506 -2.89964  0.40
48 H -2.81798 5.63612 -3.73476  0.33
49 H -2.43721 5.37716 -0.77287  0.47
50 H -2.27275 3.42677 0.71234  0.60
51 H -3.85387 1.59180 -0.74491  0.43
52 H -5.91689 0.91436 0.36369  0.46
53 H -7.08533 -0.42763 2.00530  0.41
54 H -6.40245 0.12724 3.52931  0.32
55 H -6.18224 -1.54560 3.02981  0.38
56 H -3.68482 -1.09756 3.37838  0.32
57 H 0.08506 -2.66538 3.00325  0.07
58 H -2.79169 -3.03576 2.05950  0.32
59 H -1.48830 -4.22310 2.06138  0.50
60 H -1.46224 -2.86198 0.93056  0.15
61 H -2.49717 -2.31460 4.58961  0.24
62 H -0.83772 -2.28514 5.19850  0.46
63 H -1.50706 -3.76374 4.53377  0.50
64 H 0.46920 0.35813 4.17696  0.65
65 H -2.54108 0.71746 4.65156  0.26
66 H -1.27704 1.37863 5.67612  0.45
67 H -1.47711 -0.36099 5.56561  0.35
68 H -1.57654 2.30376 2.98595  0.36
69 H 0.03618 2.11492 2.31726  -0.04
70 H -0.17473 2.72461 3.96617  0.62
71 C 2.11368 2.30858 0.12779  -1.18
72 N 2.14300 0.87516 0.50171  0.83
73 C 2.59005 0.75701 1.90868  -1.07
74 C 3.07806 0.15126 -0.40010  0.45
75 C 3.08101 -1.33625 -0.11302  -1.68
76 N 1.71052 -1.92336 -0.20196  1.05
77 C 1.50769 -2.50190 -1.55261  -1.49
78 C 1.62455 -3.03623 0.77037  -1.39
79 H 3.10507 2.75272 0.25284  0.46
80 H 1.40496 2.83949 0.76090  0.14
81 H 1.80326 2.41443 -0.90918  0.34
82 H 3.64828 1.01977 1.99332  0.31
83 H 2.44368 -0.25547 2.28194  0.26
84 H 2.01073 1.43685 2.52674  0.33
85 H 4.08952 0.55577 -0.28927  0.56
86 H 2.75697 0.33869 -1.42609  -0.61
87 H 3.47007 -1.52486 0.88576  0.43
88 H 3.75151 -1.84535 -0.81006  0.47
89 H 2.20109 -3.33225 -1.71370  0.46
90 H 1.67918 -1.74755 -2.31521  0.47
91 H 0.48904 -2.87799 -1.64608  0.29
92 H 2.39295 -3.78452 0.55687  0.43
93 H 0.64906 -3.51226 0.70687  0.34
94 H 1.77795 -2.65743 1.77843  0.42



[2]
C32H56N4O3PReSSi as an isolated structure, computed with wB97M-V/def2-TZVPD.

Values from the calculation:
lowest unoccupied orbital energy (spin up / spin down)	-9.9437 / -9.6539	eV
energy relative to the best compared isomer or geometry (same formula, charge and spin)	82.1	kJ/mol
HOMO level (spin up / spin down)	-16.670 / -16.392	eV
gap between HOMO and LUMO (spin up / spin down)	6.726 / 6.738	eV
2S+1	2
total charge	+3
maximum force	2.883	eV/Å

Each line ends with the Mulliken charge.
Cartesian coordinates (Å):
1 Re 1.38931 0.08706 0.84437  0.75
2 N 2.80995 -2.90296 3.49837  0.04
3 C 2.68086 -3.79240 2.48006  -0.93
4 C 2.26966 -3.08357 1.38453  -0.37
5 N 2.14950 -1.77634 1.72611  0.47
6 C 2.47401 -1.68441 3.02692  -0.08
7 C 2.37553 -0.38999 3.62385  0.13
8 N 1.94358 0.60814 2.83235  0.33
9 C 1.89389 1.73242 3.59846  -0.49
10 C 2.30282 1.41558 4.86327  -0.74
11 N 2.60402 0.08667 4.86327  -0.02
12 H 3.11462 -3.14821 4.42823  0.22
13 H 2.88950 -4.83590 2.58925  0.46
14 H 2.06694 -3.42655 0.39001  0.43
15 H 1.57766 2.67707 3.19780  0.52
16 H 2.40562 2.03066 5.73441  0.47
17 H 2.94389 -0.41885 5.67049  0.21
18 C 2.47887 2.82526 -2.17747  -1.76
19 C 2.51472 1.34538 -2.54345  2.22
20 C 1.14095 0.87957 -3.00665  -1.50
21 C 3.51972 1.05386 -3.66101  -1.61
22 P 3.04315 0.35524 -1.01284  -0.38
23 C 3.20284 -1.34835 -1.63292  1.37
24 C 2.00224 -2.06495 -1.71045  -0.96
25 C 1.97304 -3.33064 -2.26304  -0.43
26 C 3.14769 -3.89867 -2.73524  -0.95
27 C 4.34302 -3.20310 -2.64432  -0.68
28 C 4.37586 -1.92473 -2.11065  -0.44
29 C 4.60422 1.03146 -0.16475  1.85
30 C 5.08661 -0.08613 0.76595  -1.85
31 C 4.17391 2.25423 0.66240  -1.59
32 C 5.73255 1.42620 -1.11137  -1.86
33 H 2.03349 3.39127 -2.99229  0.56
34 H 3.47552 3.22708 -2.02246  0.27
35 H 1.87572 2.98837 -1.28422  0.27
36 H 0.83837 1.46332 -3.87259  0.61
37 H 0.38906 1.03860 -2.22874  -0.04
38 H 1.14655 -0.16859 -3.29821  0.31
39 H 3.27790 1.69505 -4.50615  0.54
40 H 3.45038 0.02225 -4.00122  0.38
41 H 4.54542 1.26456 -3.38118  0.34
42 H 1.08660 -1.60878 -1.32019  0.24
43 H 1.04161 -3.87360 -2.33713  0.54
44 H 3.13213 -4.88613 -3.16984  0.45
45 H 5.25690 -3.65174 -3.00129  0.51
46 H 5.31212 -1.38960 -2.08235  0.28
47 H 4.30848 -0.37316 1.47328  0.58
48 H 5.94669 0.26879 1.32901  0.62
49 H 5.39304 -0.97213 0.21441  0.37
50 H 3.13780 2.16353 1.02016  0.17
51 H 4.24550 3.17214 0.08884  0.40
52 H 4.82906 2.36168 1.52331  0.48
53 H 6.08596 0.59275 -1.71320  0.27
54 H 6.57295 1.77174 -0.51119  0.54
55 H 5.45418 2.24750 -1.76443  0.41
56 C -4.39042 4.12741 0.36470  -1.63
57 C -4.49458 2.90309 -0.53642  1.53
58 C -3.66263 3.05168 -1.80105  -1.40
59 C -5.94068 2.55832 -0.85175  -1.61
60 O -3.92862 1.80313 0.24635  0.46
61 Si -3.66316 0.27401 0.11164  -1.02
62 S -0.36359 0.98127 -0.07630  0.11
63 O -3.24745 -0.51766 1.40167  0.70
64 C -3.43347 -0.36278 2.83707  1.56
65 C -2.73054 -1.57185 3.44576  -1.55
66 C -4.92757 -0.38093 3.11723  -1.67
67 C -2.80086 0.94589 3.28905  -1.21
68 O -3.70180 -0.47478 -1.25708  0.06
69 C -3.97090 -1.82847 -1.74545  1.51
70 C -5.37134 -2.21033 -1.29533  -1.62
71 C -2.92408 -2.76881 -1.16975  -1.24
72 C -3.87533 -1.73421 -3.26122  -1.61
73 H -4.80227 4.98798 -0.15216  0.48
74 H -3.35322 4.33613 0.61690  0.33
75 H -4.95063 3.97980 1.28510  0.37
76 H -4.07110 3.84154 -2.42121  0.51
77 H -3.67574 2.12170 -2.36443  0.22
78 H -2.63589 3.30175 -1.54877  0.33
79 H -6.41651 3.39262 -1.35783  0.49
80 H -6.49526 2.35581 0.06182  0.38
81 H -5.99006 1.68529 -1.49880  0.30
82 H -3.17023 -2.48986 3.06503  0.38
83 H -2.83474 -1.56412 4.52639  0.45
84 H -1.67132 -1.56368 3.19139  0.17
85 H -5.37040 -1.30706 2.76154  0.37
86 H -5.41232 0.45394 2.61734  0.31
87 H -5.11399 -0.29936 4.18314  0.49
88 H -1.74421 0.97962 3.02236  0.15
89 H -2.89348 1.04109 4.36753  0.54
90 H -3.30333 1.78991 2.82499  0.18
91 H -5.42944 -2.24207 -0.20959  0.31
92 H -5.63194 -3.18953 -1.68428  0.49
93 H -6.09942 -1.49241 -1.66345  0.38
94 H -2.98527 -2.78581 -0.08449  0.16
95 H -1.92675 -2.45124 -1.46553  0.20
96 H -3.09625 -3.77243 -1.54385  0.52
97 H -4.58592 -1.00692 -3.64379  0.38
98 H -4.10323 -2.69857 -3.70368  0.45
99 H -2.87621 -1.43703 -3.56905  0.33



[3]
A 8-piece molecular cluster, C32H56N8 overall, computed with wB97M-V/def2-TZVPD.

Values from the calculation:
lowest unoccupied orbital energy	0.4028	eV
energy relative to the best compared isomer or geometry (same formula, charge and spin)	234.8	kJ/mol
HOMO level	-10.965	eV
gap between HOMO and LUMO	11.368	eV
SMILES string	CCCC#N.CCCC#N.CCCC#N.CCCC#N.CCCC#N.CCCC#N.CCCC#N.CCCC#N
total charge	0
maximum force	3.536	eV/Å

Each line ends with the Mulliken charge.
Cartesian coordinates (Å):
1 C -0.40764 -0.86858 4.28068  -0.56
2 C -1.77367 -0.69548 4.92771  -0.46
3 C -2.20716 0.79582 5.03411  -0.57
4 C -2.51193 1.34265 3.69317  0.42
5 N -2.70111 1.69706 2.60415  -0.55
6 H -0.36784 -1.78182 3.71069  0.28
7 H 0.37698 -0.94604 5.03311  0.46
8 H -0.12980 -0.15970 3.51617  -0.20
9 H -1.87276 -1.11437 5.90820  0.40
10 H -2.43131 -1.26438 4.32147  0.20
11 H -1.41831 1.36352 5.41667  0.31
12 H -3.11688 0.89854 5.70844  0.35
13 C 2.83568 1.26177 2.52959  -0.58
14 C 4.02328 0.75328 1.73536  -0.93
15 C 3.88526 -0.51752 0.82139  0.67
16 C 3.60261 -1.83851 1.38012  0.17
17 N 3.47064 -2.79349 2.00104  -0.58
18 H 3.12978 2.16251 3.06171  0.40
19 H 2.52431 0.55000 3.23296  0.40
20 H 2.00857 1.51637 1.81879  -0.14
21 H 4.89521 0.64127 2.33560  0.45
22 H 4.29632 1.58433 1.05557  0.35
23 H 4.81198 -0.59090 0.30785  0.40
24 H 3.20605 -0.32405 -0.00933  -0.56
25 C -5.55962 -2.78826 1.15723  -1.09
26 C -5.27519 -1.34246 1.21845  -0.85
27 C -3.82401 -0.96856 0.92951  0.95
28 C -3.37747 -1.28693 -0.40119  0.17
29 N -2.87821 -1.63469 -1.39822  -0.62
30 H -6.47276 -3.04957 1.70221  0.36
31 H -4.71141 -3.31209 1.62586  0.26
32 H -5.52243 -3.15322 0.12847  0.33
33 H -5.43131 -0.85258 2.21377  0.37
34 H -5.97666 -0.89170 0.52511  0.34
35 H -3.26369 -1.58624 1.64797  -0.11
36 H -3.59295 0.11897 1.14159  -0.02
37 C -0.68619 -7.47811 0.28592  -1.01
38 C 0.24895 -6.69373 1.24574  -0.65
39 C 0.40519 -5.18415 0.83813  -0.21
40 C -0.79951 -4.38001 1.09747  0.20
41 N -1.80529 -3.91038 1.34714  -0.36
42 H -0.79195 -8.53313 0.58401  0.34
43 H -0.18110 -7.27465 -0.65998  0.28
44 H -1.63661 -6.89009 0.22381  0.28
45 H 1.25998 -7.17185 1.17431  0.30
46 H 0.00454 -6.79715 2.28347  0.41
47 H 0.60684 -5.09652 -0.25946  0.28
48 H 1.25899 -4.68402 1.38733  0.17
49 C -0.69826 3.79898 -3.12600  -0.94
50 C -2.01548 2.91882 -3.19808  -0.12
51 C -2.11856 2.23333 -4.56749  -0.60
52 C -1.01299 1.27307 -4.91454  0.29
53 N -0.09877 0.58147 -5.12064  -0.50
54 H -0.74435 4.56213 -4.01014  0.32
55 H 0.26114 3.26692 -3.35612  0.11
56 H -0.56656 4.48248 -2.28852  0.31
57 H -2.88857 3.54724 -3.17375  0.37
58 H -2.16277 2.09263 -2.46507  0.07
59 H -2.10634 3.01373 -5.31286  0.41
60 H -3.07832 1.65120 -4.55937  0.31
61 C 4.67521 0.07254 -6.75423  -1.10
62 C 4.51110 1.22943 -5.87422  -0.70
63 C 3.61920 1.10352 -4.59909  0.21
64 C 4.27225 0.27204 -3.55820  0.18
65 N 4.88055 -0.33315 -2.79476  -0.55
66 H 3.74184 -0.36699 -7.06254  0.31
67 H 5.25339 -0.60532 -6.11397  0.31
68 H 5.27218 0.42317 -7.60341  0.33
69 H 4.05211 2.01615 -6.47333  0.38
70 H 5.45217 1.68518 -5.59178  0.36
71 H 2.74724 0.46420 -4.85180  0.01
72 H 3.43066 2.11426 -4.13856  0.30
73 C 1.13908 4.61140 2.40357  -1.41
74 C -0.15254 3.97132 1.84051  0.98
75 C -1.35321 4.81918 2.40695  -0.53
76 C -1.65279 6.01462 1.54574  0.21
77 N -2.22594 6.95949 1.15450  -0.51
78 H 0.95520 5.68666 2.49040  0.44
79 H 2.00323 4.42754 1.78545  0.35
80 H 1.40686 4.20442 3.41456  0.32
81 H -0.24189 2.89206 2.18235  -0.47
82 H -0.10877 3.98823 0.70181  -0.01
83 H -1.06305 5.12346 3.40976  0.39
84 H -2.16096 4.16943 2.45357  0.25
85 C -0.22465 -0.32659 0.51254  0.32
86 C 0.22111 -1.23231 -0.54661  -0.55
87 C 0.12908 -0.43833 -1.85458  -0.44
88 C 1.13405 0.61922 -1.85695  0.21
89 N 2.03184 1.29081 -1.70273  -0.68
90 H -1.18018 0.10232 0.31509  0.17
91 H 0.59165 0.46719 0.71605  -0.36
92 H -0.37275 -0.81072 1.49772  -0.28
93 H -0.40756 -2.10199 -0.68798  0.21
94 H 1.18924 -1.57479 -0.41335  0.56
95 H -0.93844 -0.13722 -2.02847  0.13
96 H 0.47691 -1.05362 -2.69535  0.41